# C11H24OSi

2 unconnected molecules or ions with the total composition C11H24OSi (ωB97M-V/def2-TZVPD, the Open Molecules 2025 dataset).

CARTESIAN COORDINATES (ANGSTROEM)
C 4.477 0.189 0.275
C 5.134 1.132 -0.323
C -3.085 1.189 0.092
C -1.129 2.663 0.648
C -1.224 1.492 -1.536
C 0.966 -2.464 0.704
C -0.961 -2.229 -1.034
C 1.206 -0.941 -1.300
C -1.423 -0.738 2.337
C -1.542 1.419 -0.063
C 0.277 -1.506 -0.277
O 3.989 -0.679 0.888
Si -0.508 -0.104 0.738
H 5.922 0.761 -0.978
H 5.152 2.166 -0.084
H 0.685 0.725 1.180
H -3.310 0.218 -0.356
H -3.218 1.183 1.074
H -3.740 1.892 -0.371
H -0.161 2.798 0.443
H -1.253 2.595 1.706
H -1.759 3.552 0.298
H -1.671 2.309 -1.970
H -0.183 1.521 -1.924
H -1.661 0.629 -1.994
H 0.216 -3.078 1.137
H 1.622 -3.112 -0.038
H 1.599 -1.961 1.412
H -0.782 -3.200 -1.241
H -1.163 -1.646 -1.952
H -1.722 -2.110 -0.391
H 1.763 -1.669 -1.872
H 0.564 -0.412 -1.984
H 1.887 -0.255 -1.019
H -0.975 -1.433 2.954
H -1.681 0.276 2.887
H -2.306 -1.170 1.932

relative energy (zero: lowest compared OMol25 entry of this formula, charge and spin) = 2.520 eV
highest occupied orbital energy = -9.23 eV
E = -798.14371 a.u.
charge = 0
frontier orbital gap = 0.366 hartree
SMILES = C[SiH](C(C)(C)C)C(C)(C)C.C=C=O